(i)
ORCA calculation (ωB97M-V/def2-TZVPD) on 2 unconnected molecules or ions with the total composition C2HNO2S.

Last column: Löwdin charge in e.
Positions of all 7 atoms, in Å:
C1 0.302 2.544 -1.415  -0.920
C2 -0.243 1.406 1.511  -0.011
N1 0.547 0.612 1.316  -0.095
O1 1.407 2.817 -1.384  0.116
O2 1.664 -0.130 0.877  0.044
S1 -1.145 2.053 -1.662  0.782
H1 1.712 -0.229 -0.048  0.084

Values from the calculation:
highest occupied orbital energy	-10.67	eV
gap between HOMO and LUMO	10.7	eV
net charge	0



(ii)
ORCA calculation (ωB97M-V/def2-TZVPD) on a single C2HNO2S molecule.

Last column: Löwdin charge in e.
Positions of all 7 atoms, in Å:
O1 -1.940 -0.660 -0.186  -0.349
S1 -1.218 0.570 -0.194  0.767
O2 -2.008 1.700 0.288  -0.362
C1 0.361 0.219 0.482  -0.199
C2 1.501 -0.349 -0.112  -0.184
N1 0.705 -1.302 0.143  0.176
H1 2.599 -0.178 -0.421  0.150

Values from the calculation:
highest occupied orbital energy (alpha / beta)	-9.89 / -9.89	eV
gap between HOMO and LUMO (alpha / beta)	8.0 / 8.0	eV
net charge	0



How do the energies compare? Relative to the most stable structure, in kJ/mol: (i) 0.0; (ii) 210.4.



(i)
ORCA calculation (ωB97M-V/def2-TZVPD) on a molecular structure, C3H5Cl2N2.

Last column: Löwdin charge in e.
Positions of all 12 atoms, in Å:
C1 -1.547 0.157 -0.067  -0.176
C2 0.734 -0.603 0.441  -0.713
C3 1.295 0.399 -0.470  -0.562
N1 -0.661 -0.903 0.152  0.028
N2 -1.045 1.315 -0.202  0.161
Cl1 1.955 -1.776 -0.082  0.822
Cl2 2.346 1.558 0.079  0.889
H1 -2.565 -0.042 -0.112  0.127
H2 0.853 -0.566 1.494  0.114
H3 1.221 0.135 -1.585  0.143
H4 -0.977 -1.738 0.567  0.128
H5 -1.610 2.065 -0.215  0.038

Values from the calculation:
highest occupied orbital energy	-14.49	eV
gap between HOMO and LUMO	8.2	eV
net charge	+1



(ii)
ORCA calculation (ωB97M-V/def2-TZVPD) on 2 unconnected molecules or ions with the total composition C3H5Cl2N2.

Last column: Löwdin charge in e.
Positions of all 12 atoms, in Å:
C1 2.389 0.152 -0.017  -0.160
C2 3.031 1.165 -0.155  -0.537
C3 2.048 -1.181 -0.001  -0.739
N1 0.806 -1.464 -0.058  0.055
N2 -0.489 0.650 0.080  0.275
Cl1 3.596 2.695 -0.088  0.818
Cl2 3.335 -2.439 0.009  0.705
H1 -0.374 -0.395 0.002  0.067
H2 0.705 -2.518 -0.018  0.118
H3 -1.359 0.942 -0.196  0.102
H4 0.216 1.024 -0.536  0.114
H5 -0.342 0.940 1.080  0.182

Values from the calculation:
highest occupied orbital energy	-14.35	eV
gap between HOMO and LUMO	10.1	eV
net charge	+1



How do the energies compare? Relative to the most stable structure, in kJ/mol: (i) 32.7; (ii) 0.0.



(i)
ORCA calculation (ωB97M-V/def2-TZVPD) on 6 unconnected molecules or ions with the total composition CH14O5S.

Last column: Löwdin charge in e.
Positions of all 21 atoms, in Å:
C1 -1.144 2.628 -1.189  -0.496
S1 -2.157 1.128 -1.320  0.629
H1 -0.560 2.457 -0.287  0.015
H2 -1.740 3.540 -1.134  0.025
H3 -0.404 2.852 -1.948  0.009
H4 -2.306 0.941 0.025  -0.140
O1 -1.333 -3.312 2.139  -0.045
H5 -0.968 -2.948 1.349  -0.018
H6 -1.713 -2.496 2.507  0.046
O2 -1.328 -2.484 -1.328  -0.074
H7 -0.842 -1.674 -1.116  -0.001
H8 -0.643 -3.112 -1.616  0.045
O3 1.912 3.080 2.459  -0.056
H9 1.341 3.645 2.998  0.038
H10 1.460 2.242 2.501  0.018
O4 2.319 -3.465 1.524  -0.045
H11 1.538 -3.220 1.040  0.004
H12 2.361 -3.035 2.379  0.036
O5 1.459 1.144 -2.622  -0.054
H13 1.368 0.290 -3.048  0.034
H14 1.379 1.799 -3.312  0.031

Values from the calculation:
highest occupied orbital energy	-9.33	eV
gap between HOMO and LUMO	9.2	eV
net charge	0



(ii)
ORCA calculation (ωB97M-V/def2-TZVPD) on 6 unconnected molecules or ions with the total composition CH14O5S.

Last column: Löwdin charge in e.
Positions of all 21 atoms, in Å:
C1 1.657 0.701 -3.460  -0.423
S1 1.449 1.915 -2.071  0.623
H1 2.589 0.979 -3.922  0.021
H2 0.754 0.774 -4.067  0.025
H3 1.467 -0.273 -3.013  0.019
H4 0.131 1.915 -1.890  -0.173
O1 -1.550 -2.487 0.831  -0.068
H5 -1.594 -2.122 1.734  0.029
H6 -0.698 -2.100 0.599  0.030
O2 2.220 -0.186 0.940  -0.070
H7 2.678 -0.872 0.426  0.047
H8 1.954 0.489 0.306  -0.033
O3 -1.027 0.443 1.221  -0.080
H9 -0.795 1.326 0.885  0.052
H10 -1.915 0.246 0.834  0.017
O4 -3.761 -0.259 0.743  -0.058
H11 -4.184 -0.350 1.605  0.060
H12 -3.401 -1.143 0.553  0.032
O5 0.270 -1.442 3.096  -0.052
H13 0.061 -0.668 2.553  -0.008
H14 1.198 -1.563 3.088  0.008

Values from the calculation:
highest occupied orbital energy	-9.62	eV
gap between HOMO and LUMO	10.0	eV
net charge	0



How do the energies compare? Relative to the most stable structure, in kJ/mol: (i) 76.3; (ii) 0.0.